[1]
# C13H33LuNO3SSi3

A structure of composition C13H33LuNO3SSi3 (the ωB97M-V functional and the def2-TZVPD basis, the OMol25 dataset).

Lowest unoccupied orbital energy: -14.2 eV

```
! RIJCOSX wB97M-V def2-TZVPD def2/J DEFGRID3
* xyz 3 1
C -0.49081 -0.79030 4.70808
C 0.45963 -1.21755 3.57225
C -0.03390 -2.42759 2.78636
O 0.06604 -2.34375 1.41960
C -1.13987 -1.89045 0.75796
Si -0.63280 -0.75940 -0.73268
C -1.31551 -1.40209 -2.35226
C -2.83399 -1.61421 -2.39683
C -3.65088 -0.39208 -2.75475
S -2.99295 0.43766 -4.19821
O 0.99267 -0.64086 -0.70386
Si 1.81974 -0.00544 -2.05256
C 3.61476 0.31682 -1.64935
C 3.71373 0.98993 -0.27454
C 5.04062 1.74854 0.04380
N 6.18571 1.53733 -0.74933
O 5.01680 2.50249 0.99972
Si -1.48473 1.40340 -0.14474
C -1.66721 2.51178 -1.63473
C -0.24605 2.11633 1.09217
C -3.11748 1.09502 0.76721
H -1.49250 -1.14698 4.51901
H -0.49419 0.28467 4.78803
H -0.15823 -1.17751 5.65778
H 0.67922 -0.40712 2.89425
H 1.41590 -1.46516 4.05256
H 0.68061 -3.27318 3.06503
H -1.01184 -2.75351 3.13028
H -1.73970 -1.34576 1.47394
H -1.65899 -2.77402 0.40325
H -0.98756 -0.83921 -3.21757
H -0.81669 -2.36753 -2.45143
H -3.03041 -2.39303 -3.12256
H -3.19222 -1.97662 -1.44092
H -3.77928 0.31430 -1.94219
H -4.65659 -0.71888 -3.01045
H -3.57544 1.64066 -4.09711
H 1.13525 1.22472 -2.51053
H 1.70994 -1.00053 -3.13809
H 4.12787 -0.63444 -1.66765
H 3.98307 0.94227 -2.45134
H 3.61030 0.22306 0.48098
H 2.91161 1.70349 -0.15056
H 6.21920 2.13380 -1.56334
H 6.29483 0.57490 -1.02806
H -2.69403 2.83185 -1.74073
H -1.33346 2.04331 -2.55999
H -1.05685 3.38851 -1.45671
H 0.76278 1.76335 0.92374
H -0.30708 3.19382 1.00959
H -0.53566 1.83400 2.09585
H -3.77043 1.92978 0.54679
H -2.91528 1.06491 1.82880
H -3.60441 0.17162 0.48644
Lu 1.97673 -4.16510 3.68957
*
```

Here are the natural (NBO) charges for atoms 1 to 5, given in e: -0.6153 -0.4643 0.1024 -0.5154 -0.5112

=====

[2]
# C13H33N3O13PS2V

A structure of composition C13H33N3O13PS2V (the ωB97M-V functional and the def2-TZVPD basis, the OMol25 dataset).

Relative energy (zero: lowest compared OMol25 entry of this formula, charge and spin): 119.9 kcal per mole
<S²>: 0.771
Lowest unoccupied orbital energy (alpha / beta): 1.8 / 1.8 eV

```
! RIJCOSX wB97M-V def2-TZVPD def2/J DEFGRID3
* xyz -1 2
O 0.45156 -0.10900 -2.41522
V -0.53380 -0.96283 -1.60058
O -2.54192 -2.33287 -5.25766
C -2.48287 -2.46312 -3.93828
O -2.92900 -3.50411 -3.44574
O -1.95765 -1.60523 -3.18350
H -3.19828 -3.03272 -5.28886
O 1.59421 -4.69093 -1.23210
C 0.52168 -4.00746 -1.56505
O -0.54477 -4.60879 -1.51433
O 0.64679 -2.79945 -1.83954
H 1.09293 -5.48634 -1.03810
O -4.51021 -1.27285 0.27592
C -3.31180 -1.78377 -0.08628
O -3.30115 -2.99377 -0.40857
O -2.27448 -1.08921 -0.22351
H -5.16081 -1.97401 0.19401
O 0.60444 -0.60596 0.39431
P 1.30919 -0.53011 1.71596
N 0.53137 0.47866 2.91096
C -0.95969 0.57030 2.99865
C 0.92294 1.88130 2.95288
N 2.90006 -0.00061 1.57077
C 3.56434 -0.02818 0.21901
C 3.76577 0.46408 2.65381
N 1.48483 -2.05760 2.50350
C 0.93784 -3.20680 1.79290
C 2.36238 -2.17530 3.75678
H -1.41254 -0.41808 3.07697
H -1.39744 1.13353 2.17448
H -1.28040 0.90900 3.98379
H 0.15311 2.58570 3.26798
H 1.13166 2.28915 1.96384
H 1.76894 2.07159 3.61331
H 3.12156 -0.54111 -0.63478
H 3.51236 1.02351 -0.06264
H 4.63209 -0.20607 0.34695
H 3.32539 0.74458 3.61063
H 4.52968 -0.28418 2.86511
H 4.24774 1.30290 2.15164
H -0.05207 -2.94681 1.41795
H 1.63968 -3.50724 1.01492
H 0.71207 -4.12241 2.33953
H 2.06695 -3.10152 4.24964
H 2.40339 -1.31120 4.41992
H 3.43056 -2.29664 3.57684
C 0.81307 3.46431 -3.32188
S 0.86367 2.98933 -1.45573
O 1.69870 1.75020 -1.16969
C 1.94005 4.30442 -0.85843
H 0.45050 2.51960 -3.72706
H 1.69401 3.90546 -3.78817
H -0.04728 4.11940 -3.45879
H 1.22081 5.12041 -0.78801
H 2.77741 4.56523 -1.50566
H 2.24500 4.01188 0.14632
C -3.06926 3.03005 -0.75504
S -2.76955 2.00344 -2.22393
O -1.60733 1.05216 -1.77194
C -4.37854 1.18855 -2.10227
H -3.81011 3.78860 -1.00772
H -2.14105 3.56920 -0.56575
H -3.31665 2.45809 0.13925
H -4.77401 1.26361 -1.08931
H -4.23049 0.10955 -2.05833
H -5.07558 1.38847 -2.91607
*
```

Here are the natural (NBO) charges for atoms 1 to 5, given in e: -0.4782 1.7024 -0.7138 0.9468 -0.7218

=====

[3]
# C13H34BrMnN2O5

A structure of composition C13H34BrMnN2O5 (the ωB97M-V functional and the def2-TZVPD basis, the OMol25 dataset).

Relative energy (zero: lowest compared OMol25 entry of this formula, charge and spin): 120.8 kcal per mole
<S²>: 8.766
Lowest unoccupied orbital energy (alpha / beta): -3.7 / -7.7 eV

```
! RIJCOSX wB97M-V def2-TZVPD def2/J DEFGRID3
* xyz 1 6
Mn 1.29385 1.55445 -2.70306
Br -0.00124 -0.02503 -1.26448
C -3.10152 -5.94413 0.65379
O -3.08175 -4.89378 1.62640
C -2.21434 -3.81350 1.35677
C -2.99769 -2.52376 1.13792
N -3.81506 -2.52866 -0.10746
C -3.04762 -2.02999 -1.25902
C -3.56027 -2.59090 -2.57464
O -3.25051 -3.97529 -2.61537
C -3.56432 -4.55029 -3.86594
H -2.08165 -6.15719 0.33687
H -3.82366 -5.71713 -0.13270
H -3.48733 -6.84446 1.13640
H -1.51880 -3.92502 0.51487
H -1.62141 -3.66251 2.26751
H -2.44120 -1.61007 1.35892
H -3.73896 -2.50601 1.94816
H -3.85231 -3.52051 -0.33115
H -1.97165 -2.23386 -1.15083
H -3.17057 -0.94916 -1.41915
H -2.96403 -2.06423 -3.33032
H -4.64541 -2.48593 -2.63549
H -3.39551 -5.62380 -3.85996
H -2.95287 -4.15385 -4.68371
H -4.61749 -4.33616 -4.06996
C 5.67312 0.53878 -0.72641
O 4.73261 1.36164 -0.06741
C 3.53412 0.69410 0.21806
C 2.62370 1.60671 1.04828
N 2.60533 2.99196 0.58566
C 2.16079 3.96308 1.61499
C 2.63314 5.36869 1.30346
O 3.98557 5.41437 1.01120
C 4.58736 6.65552 1.31712
H 5.25245 -0.06100 -1.54139
H 6.19345 -0.13136 -0.04057
H 6.39263 1.22410 -1.17142
H 3.74019 -0.22951 0.77074
H 3.01294 0.36815 -0.70348
H 2.89610 1.48176 2.09215
H 1.61047 1.20518 0.90843
H 2.04157 3.04072 -0.26000
H 2.52613 3.67454 2.59820
H 1.06933 3.88727 1.65834
H 2.43153 5.86435 2.27005
H 1.97686 5.88835 0.59529
H 5.58994 6.63336 0.90330
H 4.55787 6.89443 2.38373
H 4.03730 7.46307 0.81146
C -2.00118 2.21891 1.15008
O -2.67229 0.98298 0.91218
H -2.26618 2.62476 2.12340
H -0.91160 2.13278 1.10305
H -2.32822 2.92512 0.37916
H -2.06172 0.42795 0.41801
*
```

Here are the natural (NBO) charges for atoms 1 to 5, given in e: 0.8662 -0.8437 -0.2641 -0.4945 -0.0788

=====

[4]
# C13H34N2O2Si2

A structure of composition C13H34N2O2Si2 (the ωB97M-V functional and the def2-TZVPD basis, the OMol25 dataset).

Relative energy (zero: lowest compared OMol25 entry of this formula, charge and spin): 22.8 kcal per mole
Lowest unoccupied orbital energy: -1.7 eV

```
! RIJCOSX wB97M-V def2-TZVPD def2/J DEFGRID3
* xyz 0 1
C 4.31817 -2.69611 2.84884
C 3.24000 -1.92414 2.05915
C 1.91501 -2.64576 2.15610
O 0.98746 -2.16023 1.19542
C -0.23498 -1.72599 1.64726
C -1.16088 -2.83393 2.13734
N -1.02555 -3.13980 3.61014
C -1.00686 -1.87134 4.43142
C -1.11389 -0.65107 3.54420
O -0.06679 -0.68885 2.60567
H 5.12825 -2.99950 2.20643
H 4.68163 -2.07060 3.65324
H 3.88865 -3.57028 3.32314
H 3.48472 -1.86586 1.00879
H 3.14270 -0.92206 2.45051
H 1.56763 -2.53614 3.18366
H 2.10775 -3.70129 1.97538
H -0.74515 -1.29421 0.78863
H -2.19564 -2.57660 1.97664
H -0.99046 -3.74135 1.57827
H -1.80031 -3.74413 3.88161
H -0.18333 -3.69468 3.75539
H -1.77753 -1.89495 5.18673
H -0.04214 -1.82623 4.91025
H -2.08436 -0.53161 3.06642
H -0.95561 0.20094 4.18973
C -1.97728 1.78812 -5.70787
Si -0.88522 2.21465 -4.22344
C -0.67202 4.09623 -4.26351
C 0.81144 1.45714 -4.59979
N -1.60616 1.62989 -2.81668
Si -0.98553 1.78168 -1.27441
C -0.79950 3.56087 -0.65639
C 0.67939 0.90671 -1.01195
C -2.17668 0.93979 -0.05354
H -1.53560 2.15569 -6.64127
H -2.10121 0.70645 -5.79276
H -2.96473 2.24056 -5.59691
H -0.40354 4.44001 -5.26988
H 0.11690 4.43114 -3.58613
H -1.60377 4.58773 -3.97793
H 0.76865 0.36949 -4.51437
H 1.58113 1.82751 -3.91843
H 1.13535 1.70414 -5.61816
H 0.02568 4.07281 -1.15393
H -0.59621 3.59186 0.42324
H -1.71677 4.12182 -0.84121
H 0.64045 -0.10957 -1.41193
H 0.93502 0.84206 0.05714
H 1.49377 1.43922 -1.50492
H -2.29350 -0.12042 -0.30562
H -3.15943 1.41247 -0.08490
H -1.78913 1.01771 0.97523
*
```

Here are the natural (NBO) charges for atoms 1 to 5, given in e: -0.6129 -0.4190 -0.0666 -0.4964 0.3547

=====

Repeat the first record exactly.
# C13H33LuNO3SSi3

A structure of composition C13H33LuNO3SSi3 (the ωB97M-V functional and the def2-TZVPD basis, the OMol25 dataset).

Lowest unoccupied orbital energy: -14.2 eV

```
! RIJCOSX wB97M-V def2-TZVPD def2/J DEFGRID3
* xyz 3 1
C -0.49081 -0.79030 4.70808
C 0.45963 -1.21755 3.57225
C -0.03390 -2.42759 2.78636
O 0.06604 -2.34375 1.41960
C -1.13987 -1.89045 0.75796
Si -0.63280 -0.75940 -0.73268
C -1.31551 -1.40209 -2.35226
C -2.83399 -1.61421 -2.39683
C -3.65088 -0.39208 -2.75475
S -2.99295 0.43766 -4.19821
O 0.99267 -0.64086 -0.70386
Si 1.81974 -0.00544 -2.05256
C 3.61476 0.31682 -1.64935
C 3.71373 0.98993 -0.27454
C 5.04062 1.74854 0.04380
N 6.18571 1.53733 -0.74933
O 5.01680 2.50249 0.99972
Si -1.48473 1.40340 -0.14474
C -1.66721 2.51178 -1.63473
C -0.24605 2.11633 1.09217
C -3.11748 1.09502 0.76721
H -1.49250 -1.14698 4.51901
H -0.49419 0.28467 4.78803
H -0.15823 -1.17751 5.65778
H 0.67922 -0.40712 2.89425
H 1.41590 -1.46516 4.05256
H 0.68061 -3.27318 3.06503
H -1.01184 -2.75351 3.13028
H -1.73970 -1.34576 1.47394
H -1.65899 -2.77402 0.40325
H -0.98756 -0.83921 -3.21757
H -0.81669 -2.36753 -2.45143
H -3.03041 -2.39303 -3.12256
H -3.19222 -1.97662 -1.44092
H -3.77928 0.31430 -1.94219
H -4.65659 -0.71888 -3.01045
H -3.57544 1.64066 -4.09711
H 1.13525 1.22472 -2.51053
H 1.70994 -1.00053 -3.13809
H 4.12787 -0.63444 -1.66765
H 3.98307 0.94227 -2.45134
H 3.61030 0.22306 0.48098
H 2.91161 1.70349 -0.15056
H 6.21920 2.13380 -1.56334
H 6.29483 0.57490 -1.02806
H -2.69403 2.83185 -1.74073
H -1.33346 2.04331 -2.55999
H -1.05685 3.38851 -1.45671
H 0.76278 1.76335 0.92374
H -0.30708 3.19382 1.00959
H -0.53566 1.83400 2.09585
H -3.77043 1.92978 0.54679
H -2.91528 1.06491 1.82880
H -3.60441 0.17162 0.48644
Lu 1.97673 -4.16510 3.68957
*
```

Here are the natural (NBO) charges for atoms 1 to 5, given in e: -0.6153 -0.4643 0.1024 -0.5154 -0.5112

=====

Number 3 is which compound?
C13H34BrMnN2O5